No. 1
This record from OMol25 describes the molecule C6H10O. The level of theory is ωB97M-V with the def2-TZVPD basis set.

Cartesian coordinates (Å):
C -2.863 0.621 0.026
C -1.779 -0.277 0.141
C -0.809 -0.765 0.937
C 0.859 -0.514 0.720
C 1.304 -1.547 -0.371
C 0.944 1.020 0.413
O -1.507 -1.419 -0.430
H -3.607 0.531 0.771
H -3.294 0.448 -0.988
H -2.421 1.541 0.400
H 1.455 -0.773 1.585
H 2.254 -1.992 -0.028
H 1.554 -1.061 -1.279
H 0.492 -2.195 -0.534
H 0.475 1.573 1.157
H 0.436 1.049 -0.567
H 1.991 1.251 0.267

Cartesian forces, eV/Å:
C -0.13 0.98 -1.33
C 1.72 -2.69 2.08
C 2.97 0.92 0.22
C -2.81 -0.07 -0.34
C 1.21 1.73 1.54
C 0.87 -3.33 -2.30
O -0.85 -0.24 -0.99
H -0.95 -1.09 0.78
H 0.18 1.15 0.67
H -0.22 1.01 -1.22
H -0.61 0.09 0.67
H -0.65 -0.33 -0.14
H 0.01 0.59 -1.10
H -0.41 -1.23 -0.27
H -0.72 1.16 1.20
H 0.16 0.79 0.40
H 0.23 0.57 0.11

The frontier orbital gap comes out at 8.6 eV. As for the HOMO energy: -7.78 eV.

Atom charges from the natural (NBO) analysis, given in e for atoms 1 to 6: number 1, C, carries -0.7198; number 2, C, carries 0.3673; number 3, C, carries 0.0591; number 4, C, carries -0.1941; number 5, C, carries -0.6222; number 6, C, carries -0.6086

***

No. 2
This record from OMol25 describes the molecule C4H4O2. The level of theory is ωB97M-V with the def2-TZVPD basis set.

Cartesian coordinates (Å):
C -0.841 1.566 -0.712
C -0.797 0.295 -0.329
C 0.312 -0.528 0.016
O 0.242 -1.948 0.101
C 1.049 -1.199 1.014
O 1.743 -0.458 0.020
H -1.770 2.016 -0.810
H 0.028 2.127 -0.732
H -1.532 -0.492 -0.531
H 1.567 -1.377 1.963

Cartesian forces, eV/Å:
C 0.00 -2.02 1.14
C -0.21 -0.98 -1.24
C 1.39 0.13 2.31
O 0.36 -1.46 -0.34
C -0.11 1.00 -0.19
O 0.72 0.33 -1.30
H -1.49 0.83 -0.80
H 1.50 1.22 0.09
H -1.02 1.06 0.54
H -1.14 -0.10 -0.22

The frontier orbital gap comes out at 9.4 eV. As for the HOMO energy: -8.78 eV.

Atom charges from the natural (NBO) analysis, given in e for atoms 1 to 6: number 1, C, carries -0.3280; number 2, C, carries -0.2545; number 3, C, carries 0.4179; number 4, O, carries -0.4938; number 5, C, carries 0.2663; number 6, O, carries -0.4900

***

No. 3
This record from OMol25 describes a structure of composition C77H53N10O2SY. The level of theory is ωB97M-V with the def2-TZVPD basis set.

Cartesian coordinates (Å):
Y -0.102 -0.193 0.052
C 4.495 -3.270 -4.183
C 3.113 -3.328 -4.271
C 2.335 -3.375 -3.130
C 2.906 -3.363 -1.845
C 4.307 -3.396 -1.791
C 5.083 -3.338 -2.932
C 2.040 -3.043 -0.708
C 0.649 -3.282 -0.793
C 0.061 -4.471 -1.356
C -1.270 -4.402 -1.106
C -1.501 -3.152 -0.429
C -2.774 -2.675 -0.097
C -3.925 -3.406 -0.685
C -4.241 -3.214 -2.027
C -5.306 -3.886 -2.599
C -6.069 -4.755 -1.837
C -5.765 -4.946 -0.499
C -4.700 -4.273 0.075
C -3.069 -1.562 0.702
N -2.159 -0.739 1.276
C -2.857 0.187 1.985
C -2.285 1.221 2.730
C -3.206 2.147 3.441
C -3.543 3.370 2.872
C -4.434 4.227 3.493
C -4.991 3.877 4.713
C -4.647 2.670 5.303
C -3.765 1.809 4.670
C -0.904 1.440 2.848
C -0.310 2.448 3.685
C 1.033 2.294 3.588
C 1.260 1.190 2.690
N 0.070 0.712 2.239
C 2.511 0.592 2.482
C 2.749 -0.602 1.786
C 3.954 -1.371 1.881
C 3.822 -2.419 1.029
C 2.556 -2.263 0.372
N 1.904 -1.192 0.890
C 3.700 1.277 3.045
C 4.472 0.732 4.068
C 5.604 1.386 4.524
C 5.977 2.602 3.975
C 5.208 3.162 2.968
C 4.082 2.504 2.504
C -4.273 -0.057 1.855
C -4.405 -1.140 1.056
N -0.312 -2.516 -0.222
H 5.103 -3.179 -5.073
H 2.642 -3.316 -5.246
H 1.262 -3.364 -3.235
H 4.816 -3.439 -0.849
H 6.162 -3.331 -2.842
H 0.604 -5.276 -1.812
H -2.028 -5.132 -1.319
H -3.654 -2.523 -2.616
H -5.539 -3.728 -3.642
H -6.897 -5.285 -2.286
H -6.360 -5.622 0.100
H -4.462 -4.424 1.118
H -3.107 3.647 1.923
H -4.698 5.167 3.023
H -5.688 4.543 5.202
H -5.075 2.399 6.259
H -3.506 0.867 5.131
H -0.857 3.160 4.273
H 1.802 2.853 4.086
H 4.781 -1.172 2.532
H 4.485 -3.260 0.974
H 4.182 -0.208 4.515
H 6.202 0.941 5.307
H 6.854 3.118 4.341
H 5.490 4.112 2.533
H 3.491 2.935 1.706
H -5.044 0.533 2.314
H -5.310 -1.609 0.719
C 7.283 11.797 -3.655
O 7.557 10.451 -3.960
C 6.728 9.477 -3.515
C 5.566 9.659 -2.770
C 4.838 8.561 -2.355
C 5.242 7.263 -2.670
C 6.394 7.090 -3.443
C 7.120 8.180 -3.856
C 4.457 6.143 -2.202
N 3.349 6.246 -1.502
C 2.913 4.978 -1.298
C 3.791 4.068 -1.891
N 4.770 4.832 -2.461
C 3.578 2.668 -1.875
C 4.415 1.722 -2.483
C 4.063 0.395 -2.434
C 2.881 0.040 -1.782
N 2.089 0.902 -1.180
C 2.413 2.202 -1.212
C 1.498 3.138 -0.596
N 0.395 2.634 -0.030
C -0.493 3.464 0.470
C -0.335 4.852 0.490
C 0.799 5.394 -0.062
C 1.737 4.531 -0.638
H 8.099 12.365 -4.102
H 7.276 11.970 -2.574
H 6.335 12.120 -4.095
H 5.222 10.646 -2.507
H 3.939 8.685 -1.772
H 6.736 6.105 -3.727
H 8.013 8.067 -4.448
H 5.573 4.502 -2.971
H 5.314 2.039 -2.989
H 4.669 -0.373 -2.892
H 2.567 -0.991 -1.780
H -1.383 2.996 0.865
H -1.097 5.473 0.934
H 0.991 6.456 -0.084
N 0.117 -0.835 -5.100
C -0.888 -1.645 -4.660
C -0.851 -1.572 -3.300
N 0.155 -0.743 -2.901
C 0.711 -0.314 -4.004
H 0.355 -0.652 -6.060
H -1.523 -2.192 -5.323
H -1.475 -2.066 -2.588
H 1.544 0.356 -4.065
C -5.474 7.375 -3.272
C -5.866 6.194 -4.094
O -5.435 5.882 -5.158
S -7.099 5.127 -3.234
C -5.835 3.985 -2.677
C -5.482 2.883 -3.439
C -4.466 2.056 -3.004
C -3.782 2.329 -1.815
C -4.184 3.426 -1.044
C -5.203 4.248 -1.471
C -2.680 1.536 -1.409
C -1.695 0.891 -1.097
H -4.806 8.026 -3.831
H -4.967 7.016 -2.376
H -6.363 7.916 -2.955
H -5.992 2.690 -4.371
H -4.178 1.190 -3.587
H -3.684 3.629 -0.108
H -5.513 5.098 -0.879

Cartesian forces, eV/Å:
Y 1.12 -0.20 0.87
C -0.01 -0.03 -0.11
C 0.17 -0.08 -0.24
C -0.01 -0.04 0.14
C 0.30 -0.36 -0.56
C -0.01 -0.05 0.05
C 0.09 -0.06 -0.08
C -0.73 0.09 0.73
C 0.64 0.05 0.11
C -0.39 0.03 -0.15
C 0.33 -0.02 -0.13
C -0.42 0.10 0.17
C 0.30 -0.03 0.00
C -0.12 -0.08 -0.03
C 0.01 -0.03 0.09
C -0.05 0.00 -0.11
C -0.06 -0.08 -0.05
C -0.11 -0.07 0.01
C 0.05 0.02 -0.02
C 0.21 0.17 0.20
N 0.40 -0.23 -0.38
C 0.25 0.22 0.27
C -0.14 -0.40 -0.36
C -0.10 0.15 0.11
C 0.04 -0.04 -0.02
C -0.05 0.10 0.02
C -0.04 0.06 0.05
C -0.10 0.04 0.09
C 0.04 -0.02 -0.06
C 0.18 0.01 0.12
C -0.01 -0.12 -0.10
C 0.02 -0.03 -0.16
C 0.06 0.09 0.21
N -0.04 -0.10 -0.05
C -0.07 -0.31 -0.20
C 0.02 0.29 0.13
C 0.06 -0.13 -0.22
C 0.13 0.21 0.14
C -0.20 0.09 -0.08
N 0.09 -0.35 0.15
C 0.15 0.17 0.11
C -0.10 0.04 0.04
C 0.07 -0.01 0.04
C 0.02 0.08 0.04
C 0.06 0.08 -0.04
C -0.01 -0.06 -0.03
C -0.02 -0.16 -0.13
C -0.05 0.19 0.04
N -0.19 0.06 0.09
H 0.00 -0.05 -0.03
H -0.09 0.02 0.02
H -0.10 0.13 0.00
H 0.04 0.05 0.07
H 0.01 -0.02 0.04
H 0.12 -0.14 -0.08
H -0.09 -0.14 -0.07
H 0.04 0.06 -0.02
H -0.04 0.00 -0.06
H -0.06 -0.02 -0.02
H -0.02 -0.04 0.02
H 0.05 0.01 0.09
H 0.02 0.01 -0.08
H 0.01 -0.01 0.01
H -0.02 0.01 0.02
H 0.01 -0.03 -0.01
H 0.04 -0.10 0.01
H -0.08 0.12 0.16
H 0.10 0.09 0.13
H 0.14 -0.03 0.13
H 0.09 -0.06 -0.11
H -0.07 -0.06 0.02
H -0.01 0.00 0.06
H 0.05 0.00 -0.01
H 0.00 0.03 0.00
H -0.05 0.03 -0.04
H -0.16 0.06 0.06
H -0.17 -0.05 -0.01
C -0.06 0.23 0.05
O 0.06 -0.25 -0.09
C -0.01 -0.32 0.00
C 0.26 0.33 -0.13
C 0.06 -0.49 -0.04
C 0.34 0.50 -0.20
C -0.24 0.13 0.18
C 0.12 0.25 -0.04
C -0.42 -0.37 0.22
N 0.16 0.53 -0.09
C 0.92 -0.89 -0.59
C -0.81 0.55 0.58
N 0.16 0.20 -0.08
C -0.19 -0.51 0.10
C -0.20 -0.09 0.12
C 0.09 0.18 -0.04
C 0.18 -0.09 -0.03
N -0.15 -0.10 0.03
C 0.48 0.17 -0.32
C -0.17 0.66 0.15
N -0.03 -0.30 0.03
C -0.09 -0.08 0.04
C 0.22 0.10 -0.09
C -0.12 -0.22 0.04
C -0.18 -0.42 0.12
H -0.12 0.01 0.06
H -0.06 -0.01 -0.05
H 0.02 0.00 0.07
H 0.01 0.14 0.03
H -0.07 0.05 0.05
H 0.04 -0.07 -0.02
H 0.14 -0.05 -0.08
H -0.13 0.06 0.08
H 0.13 0.00 -0.07
H 0.02 -0.07 -0.03
H 0.01 0.05 0.02
H -0.05 0.04 0.01
H -0.10 0.07 0.06
H -0.04 0.13 0.01
N 0.14 0.13 -0.13
C -0.31 -0.27 0.22
C -0.18 -0.19 -0.29
N 0.23 0.10 0.30
C 0.23 0.16 0.10
H 0.03 0.04 0.10
H -0.17 -0.12 -0.19
H -0.19 -0.12 0.11
H 0.19 0.20 -0.03
C 0.31 0.37 -0.20
C -0.36 -0.26 0.26
O 0.23 0.17 -0.27
S 0.00 -0.30 0.04
C -0.52 0.36 -0.06
C 0.00 -0.01 0.00
C 0.09 -0.06 0.03
C -0.25 0.24 -0.05
C 0.12 -0.11 -0.01
C -0.02 -0.05 0.00
C -0.04 -0.08 -0.10
C -1.29 0.64 -0.94
H 0.02 0.03 -0.02
H -0.04 -0.02 0.03
H -0.05 0.00 0.04
H -0.04 0.00 -0.04
H 0.04 0.02 -0.01
H 0.07 -0.03 0.00
H -0.03 0.01 0.04

The frontier orbital gap (alpha / beta) comes out at 5.3 / 5.3 eV. As for the HOMO energy (alpha / beta): -6.32 / -6.32 eV.

Atom charges from the Löwdin analysis, given in e for atoms 1 to 6: number 1, Y, carries 1.4262; number 2, C, carries -0.1022; number 3, C, carries -0.0809; number 4, C, carries -0.0393; number 5, C, carries -0.1674; number 6, C, carries -0.0305

***

We obtain max |F| values of 4.1, 2.7, 1.7 eV/A for the records listed above, in that order.